Record 1
A single C6H14Cl2Si molecule in a non-equilibrium geometry. Source: the OMol25 dataset; level of theory: ωB97M-V/def2-TZVPD.

```
23
Properties=species:S:1:pos:R:3:forces:R:3
C -0.710659 -1.597889 2.092370 1.84 -1.13 -2.17
C -0.542158 -0.347667 1.185826 0.54 -0.93 -0.51
C -1.635940 0.637279 1.451424 -0.19 1.97 2.32
Cl -3.150824 -0.010195 0.904681 -1.57 -0.26 -0.34
C -0.450639 -0.742844 -0.305319 1.39 0.71 0.34
Si 0.501234 0.621985 -1.241933 0.11 -0.77 0.96
C 0.639371 0.408071 -3.054647 -0.16 1.24 0.50
C 2.230601 0.790580 -0.460164 -0.84 -0.94 -1.41
Cl -0.515137 2.337404 -0.763722 0.19 1.19 -0.82
H -0.316831 -1.291043 3.005204 -0.07 0.29 2.19
H 0.048521 -2.441872 1.800583 -1.54 1.43 0.10
H -1.716578 -1.998709 2.108389 -0.05 0.01 0.18
H 0.391877 0.124754 1.508642 -0.05 0.03 -0.08
H -1.574564 1.691669 1.053850 0.23 -1.78 0.44
H -1.714792 0.777762 2.573036 -0.03 -0.28 -1.08
H 0.307208 -1.534835 -0.350610 -0.32 -0.40 -0.08
H -1.426486 -1.117611 -0.598805 0.17 0.05 -0.57
H -0.308579 0.690814 -3.488424 -0.27 -0.28 -0.42
H 0.918215 -0.607973 -3.225900 0.24 -0.63 -0.59
H 1.383087 1.140152 -3.380218 0.11 -0.34 -0.27
H 2.563701 1.796430 -0.466193 0.48 1.02 -0.47
H 2.112831 0.573875 0.558042 0.06 -0.61 1.60
H 2.966542 0.099862 -0.906111 -0.24 0.38 0.16
```
Forces are in eV/Å.

As for the total charge: 0. The value obtained for the energy relative to the best compared isomer or geometry (same formula, charge and spin) is 48.20 kcal/mol. The value obtained for the total energy is -39373.354 eV. As for the SMILES: C[C@H](CCl)C[Si](C)(C)Cl. The calculation puts the frontier orbital gap at 10.49 eV. The HOMO energy comes out at -0.3587 Eh.

Record 2
A single C22H18ClN5O2S molecule in a non-equilibrium geometry. Source: the OMol25 dataset; level of theory: ωB97M-V/def2-TZVPD.

```
49
Properties=species:S:1:pos:R:3:forces:R:3
C 0.899694 -4.070113 -2.847070 -0.92 0.98 0.15
C 0.074186 -3.729566 -1.618568 0.63 -0.87 0.79
C 0.094212 -4.368039 -0.403663 -1.56 2.09 -0.31
C -0.845453 -3.603527 0.392773 0.27 0.29 0.68
C -1.318821 -2.531572 -0.330241 0.71 -2.06 0.26
C -2.177988 -1.437016 0.099218 -0.31 0.47 -2.51
N -2.575138 -0.519542 -0.753719 1.30 -1.35 1.66
N -3.211142 0.470831 -0.092363 -1.58 2.48 1.48
C -3.479074 1.734066 -0.634086 0.95 -1.11 -1.43
O -3.317833 1.930671 -1.819119 -0.12 0.19 -0.16
C -3.883781 2.897566 0.259348 -0.98 -0.91 0.39
S -2.437431 3.656073 1.083134 0.29 0.33 -0.36
C -1.511329 2.247955 1.568443 -0.19 0.09 0.14
N -2.027425 1.364263 2.377395 0.83 0.01 0.00
N -1.109784 0.371726 2.510512 0.82 -0.62 0.04
C -0.025616 0.640267 1.800907 -1.40 0.42 0.20
C 1.118977 -0.297606 1.701728 0.34 -0.71 -0.20
C 2.274265 0.052201 0.994991 0.26 -0.79 0.93
C 3.365264 -0.824066 0.943554 -0.60 -0.12 0.09
C 3.300587 -2.069879 1.537198 -0.49 -0.77 0.22
C 2.123089 -2.502127 2.179846 -0.15 1.96 -0.61
C 1.043009 -1.616801 2.269199 0.93 1.03 -0.69
N -0.239152 1.879458 1.165915 -0.31 -1.16 0.47
C 0.478804 2.473665 0.097778 0.17 1.14 -2.44
C 1.375290 3.528594 0.338024 0.33 -0.39 -0.27
C 2.019136 4.241033 -0.682548 -1.01 -1.01 -0.60
C 1.659321 3.939153 -2.007488 0.52 -0.63 0.92
Cl 2.363990 4.789241 -3.326635 0.18 0.29 -0.13
C 0.842415 2.857366 -2.297690 -0.77 0.02 1.68
C 0.196901 2.137045 -1.266038 0.48 0.64 0.60
O -0.777995 -2.667492 -1.588721 0.18 0.65 -0.72
H 1.339657 -3.132411 -3.241736 0.10 -0.64 0.19
H 1.654478 -4.840288 -2.607477 -0.39 0.58 -0.07
H 0.226738 -4.443909 -3.627081 0.21 -0.08 0.02
H 0.722146 -5.162087 -0.081764 0.19 -0.50 0.02
H -1.056987 -3.749340 1.449046 -0.02 -0.08 -0.27
H -2.507383 -1.419958 1.140833 0.35 -0.10 -0.09
H -3.189752 0.487152 0.936504 -0.07 -0.38 -0.53
H -4.311311 3.647704 -0.436450 0.46 -0.34 0.55
H -4.683765 2.591123 0.979091 0.82 0.33 -0.29
H 2.396578 1.026872 0.587965 -0.06 0.50 -0.39
H 4.253613 -0.547693 0.409234 0.27 0.22 -0.11
H 4.138972 -2.763297 1.482678 -0.08 0.26 -0.04
H 2.034319 -3.479648 2.591878 0.05 -0.55 0.27
H 0.152383 -1.912842 2.769843 -0.57 -0.08 0.29
H 1.653366 3.742247 1.353244 -0.06 0.12 0.39
H 2.803564 4.949525 -0.490892 -0.07 0.33 0.20
H 0.628140 2.651617 -3.313745 -0.24 -0.32 -0.76
H -0.545934 1.381405 -1.553185 0.36 0.18 0.36
```
Forces are in eV/Å.

As for the total charge: 0. The value obtained for the energy relative to the best compared isomer or geometry (same formula, charge and spin) is 81.47 kcal/mol. The value obtained for the total energy is -58007.447 eV. As for the SMILES: Cc1ccc(/C=N/NC(=O)CSc2nnc(-c3ccccc3)n2-c2ccc(Cl)cc2)o1. The calculation puts the frontier orbital gap at 8.05 eV. The HOMO energy comes out at -0.2886 Eh.

- Look up the frontier orbital gap of the first one.
  10.49 eV